Here is 9 unconnected molecules or ions with the total composition C24H54F9N6O18 from the Open Molecules 2025 dataset. Energies are from wB97M-V/def2-TZVPD.

**Energy**: -3527.6583 Eh
**Highest occupied orbital energy**: -0.51 eV
**Charge**: -3
**Kohn-Sham gap**: 2.930 eV
**Lowest unoccupied orbital energy**: 2.4176 eV

Element x y z (Å)
C 0.314 -5.405 -3.745
C 0.691 -5.965 -2.412
C -0.125 -7.191 -1.948
O -0.067 -7.189 -0.490
C -1.035 -7.984 0.222
N 2.231 -6.281 -2.483
H 2.500 -7.013 -3.124
H 2.824 -5.517 -2.773
H 2.601 -6.535 -1.578
H 0.628 -4.363 -3.809
H -0.773 -5.327 -3.772
H 0.614 -6.072 -4.553
H 0.534 -5.175 -1.678
H 0.017 -8.176 -2.392
H -1.184 -7.075 -2.177
H -0.868 -7.733 1.269
H -0.713 -9.022 0.139
H -2.085 -7.724 0.091
C -1.347 -1.722 3.352
C -1.169 -0.519 2.357
C 0.018 -0.807 1.463
O 0.047 0.196 0.423
C 1.385 0.551 0.025
N -2.477 -0.434 1.488
H -3.279 -0.965 1.797
H -2.783 0.465 1.145
H -2.221 -0.960 0.664
H -1.745 -2.636 2.911
H -2.194 -1.477 3.992
H -0.477 -1.995 3.949
H -1.079 0.506 2.717
H -0.038 -1.828 1.087
H 0.938 -0.644 2.026
H 2.066 -0.261 -0.231
H 1.991 1.015 0.803
H 1.448 1.198 -0.850
C 1.634 4.338 -7.726
C 1.665 5.027 -6.372
C 0.580 4.491 -5.418
O 0.682 5.225 -4.193
C -0.393 4.949 -3.343
N 3.108 4.903 -5.855
H 3.467 3.962 -5.919
H 3.727 5.570 -6.292
H 3.063 5.061 -4.858
H 1.719 3.251 -7.701
H 2.413 4.762 -8.359
H 0.740 4.496 -8.329
H 1.503 6.086 -6.574
H 0.510 3.435 -5.160
H -0.331 4.864 -5.888
H -0.604 3.892 -3.178
H -1.360 5.292 -3.710
H -0.224 5.391 -2.361
N -4.933 -3.398 -3.033
O -4.225 -2.532 -2.471
O -5.370 -4.321 -2.393
O -5.171 -3.448 -4.245
N -4.846 4.227 1.800
O -4.211 4.432 2.761
O -4.414 3.657 0.793
O -5.997 4.759 1.795
N 4.220 -0.525 -5.583
O 4.340 -0.280 -6.768
O 4.389 0.431 -4.829
O 4.029 -1.680 -5.226
C 5.658 -2.646 1.798
O 6.651 -1.709 1.989
O 6.045 -3.421 0.697
C 5.294 -3.321 3.196
F 4.451 -4.342 3.026
F 6.346 -3.765 3.859
F 4.626 -2.648 4.109
C 6.491 -0.636 2.844
C 7.530 0.432 2.679
H 8.562 0.081 2.676
H 7.237 0.901 1.739
H 7.464 1.056 3.570
H 6.813 -1.150 3.749
H 5.559 -0.075 2.916
H 4.754 -2.093 1.539
C 1.024 8.951 1.686
O 0.797 7.836 2.480
O -0.161 9.753 1.713
C 2.399 9.683 2.032
F 2.631 9.871 3.271
F 3.406 9.011 1.334
F 2.380 10.826 1.465
C 1.724 6.718 2.357
C 0.965 5.564 2.901
H 0.076 5.408 2.289
H 1.623 4.712 2.728
H 0.724 5.603 3.963
H 2.526 6.791 3.091
H 2.078 6.412 1.372
H 1.102 8.640 0.644
C -7.303 -1.794 4.548
O -6.646 -3.035 4.152
O -7.289 -0.906 3.504
C -8.652 -2.081 5.323
F -8.787 -3.336 5.916
F -8.628 -1.196 6.357
F -9.765 -1.912 4.660
C -7.306 -3.873 3.199
C -6.394 -5.129 3.084
H -5.415 -4.773 2.762
H -6.433 -5.728 3.994
H -6.822 -5.788 2.329
H -7.549 -3.422 2.236
H -8.181 -4.244 3.732
H -6.506 -1.482 5.224

Here is 8 unconnected molecules or ions with the total composition C24H54N12O2P2 from the Open Molecules 2025 dataset. Energies are from wB97M-V/def2-TZVPD.

**Energy**: -2437.0860 Eh
**ΔE to the lowest compared entry with this formula, charge and spin**: 205.64 kJ/mol
**Highest occupied orbital energy**: -8.42 eV
**Kohn-Sham gap**: 8.693 eV
**Lowest unoccupied orbital energy**: 0.2762 eV
**SMILES string**: CN(C)P(=O)(N(C)C)N(C)C.CN(C)P(=O)(N(C)C)N(C)C.CC#N.CC#N.CC#N.CC#N.CC#N.CC#N

Element x y z (Å)
C -5.074 0.395 -3.597
N -3.724 0.705 -3.038
C -3.090 -0.507 -2.534
P -3.315 2.253 -2.504
O -1.885 2.306 -2.092
N -3.767 3.293 -3.788
C -2.959 3.193 -4.938
C -4.194 4.694 -3.556
N -4.471 2.514 -1.229
C -4.034 1.919 0.007
C -5.928 2.627 -1.392
H -5.027 -0.418 -4.321
H -5.661 1.211 -4.017
H -5.705 0.111 -2.754
H -3.205 -1.260 -3.314
H -3.460 -0.948 -1.608
H -2.025 -0.335 -2.382
H -2.975 2.241 -5.470
H -3.327 3.857 -5.720
H -1.914 3.427 -4.736
H -4.918 4.836 -2.754
H -3.362 5.324 -3.240
H -4.623 5.217 -4.411
H -3.373 1.059 -0.100
H -3.389 2.630 0.523
H -4.768 1.744 0.793
H -6.435 3.099 -0.550
H -6.463 1.753 -1.762
H -6.166 3.381 -2.143
C 3.596 -0.892 0.170
N 4.933 -0.963 0.667
C 5.835 -1.385 -0.360
P 5.540 -0.019 2.002
O 6.457 1.083 1.653
N 4.126 0.408 2.865
C 3.304 -0.632 3.595
C 3.458 1.692 2.552
N 6.194 -1.156 3.095
C 6.750 -0.607 4.404
C 6.167 -2.631 2.838
H 3.431 -1.685 -0.559
H 3.322 0.100 -0.188
H 2.783 -1.105 0.864
H 5.964 -0.846 -1.298
H 5.516 -2.386 -0.649
H 6.850 -1.425 0.037
H 2.952 -0.249 4.552
H 2.472 -0.913 2.949
H 3.738 -1.593 3.871
H 4.156 2.511 2.377
H 3.016 1.615 1.558
H 2.688 1.909 3.292
H 7.431 0.180 4.081
H 6.026 -0.021 4.971
H 7.266 -1.311 5.057
H 6.981 -3.226 3.250
H 6.227 -2.755 1.757
H 5.254 -3.006 3.301
C -4.557 -0.510 4.889
C -3.886 -1.422 3.964
N -3.387 -2.187 3.216
H -4.130 0.476 4.708
H -4.374 -0.658 5.953
H -5.627 -0.409 4.708
C -1.410 -4.949 2.950
C -0.365 -3.967 3.406
N 0.403 -3.212 3.778
H -2.350 -4.450 2.716
H -1.584 -5.587 3.817
H -1.171 -5.540 2.066
C -0.700 -1.039 1.445
C -0.125 -0.811 0.147
N 0.251 -0.646 -0.933
H -0.871 -2.106 1.584
H -1.603 -0.437 1.541
H 0.109 -0.680 2.081
C 1.045 -3.563 -2.324
C 0.428 -4.856 -1.996
N -0.145 -5.833 -1.766
H 1.757 -3.828 -3.106
H 1.751 -3.331 -1.527
H 0.371 -2.732 -2.530
C 0.982 0.636 -3.963
C 0.056 0.457 -5.185
N -0.523 0.230 -6.165
H 1.333 -0.375 -3.756
H 0.362 0.947 -3.122
H 1.729 1.392 -4.203
C 0.643 2.992 -0.195
C 0.188 3.031 1.227
N -0.163 3.043 2.338
H 0.292 2.165 -0.813
H 1.725 2.875 -0.263
H 0.351 3.872 -0.769

no.,molar mass (g mol⁻¹)
1,885.70
2,604.73